i.
Molecular formula: C4H13N3
Method: DFT, the ωB97M-V functional and the def2-TZVPD basis

Calculated values
Structure (SMILES)   C[C@@H](C[NH3+])C(N)=[NH2+]
Net charge   +2
Frontier orbital gap   11.74 eV

Structure (XYZ):
```
20
Properties=species:S:1:pos:R:3:nbo_charge:R:1
C 0.661 -0.712 -1.332 -0.66
C 0.213 -0.243 0.045 -0.24
C 0.709 1.085 0.602 -0.25
N 2.159 1.344 0.382 -0.66
C -1.467 -0.509 0.132 0.58
N -1.954 -0.642 1.383 -0.74
N -2.213 -0.851 -0.938 -0.72
H 0.149 -1.628 -1.601 0.27
H 0.765 0.067 -2.062 0.24
H 1.680 -1.060 -1.318 0.25
H 0.438 -1.021 0.639 0.24
H 0.500 1.252 1.695 0.25
H 0.192 1.982 0.086 0.26
H 2.715 0.665 0.924 0.46
H 2.264 2.250 0.787 0.46
H 2.374 1.347 -0.627 0.46
H -1.273 -0.232 2.094 0.43
H -2.854 -1.038 1.791 0.48
H -2.001 -0.711 -1.951 0.47
H -3.056 -1.342 -0.732 0.44
```

***

ii.
Molecular formula: C4H13N3
Method: DFT, the ωB97M-V functional and the def2-TZVPD basis

Calculated values
Net charge   +2
Frontier orbital gap   10.35 eV

Structure (XYZ):
```
20
Properties=species:S:1:pos:R:3:nbo_charge:R:1
C 2.257 -0.473 -0.088 -0.20
C 0.919 0.270 0.114 -0.52
C -0.132 -0.841 0.217 -0.07
N -4.051 0.277 0.337 -0.73
C -3.018 -0.481 -0.042 0.40
N -1.817 -0.022 -0.352 -0.58
N 3.308 0.642 -0.347 -0.67
H 2.359 -1.024 -1.005 0.24
H 2.559 -0.998 0.819 0.26
H 0.993 0.950 0.989 0.25
H 0.576 0.871 -0.720 0.26
H -0.197 -1.469 -0.680 0.26
H -0.522 -1.142 1.173 0.25
H -4.962 0.323 -0.087 0.46
H -3.781 1.064 0.913 0.41
H -3.378 -1.511 -0.008 0.24
H -1.575 0.840 0.174 0.38
H 4.204 0.230 -0.614 0.47
H 3.348 1.374 0.365 0.45
H 2.913 1.120 -1.160 0.44
```

***

Which one sits at the bottom of the stability order? ii does.